1.
{"formula": "C4H7IO", "method": "wB97M-V/def2-TZVPD", "species": ["C", "C", "C", "C", "O", "I", "H", "H", "H", "H", "H", "H", "H"], "xyz": [[0.1392, 1.0524, 0.5741], [-0.1355, -2.1761, -0.2363], [0.1482, 2.4616, 0.8101], [-0.1814, -1.1245, -1.2738], [-0.1886, 0.2041, 1.3793], [1.4438, -0.7760, -2.4875], [-1.1233, -0.9933, -1.8174], [0.6840, -2.8398, -0.1308], [-0.9465, -2.9224, -0.3292], [-0.2126, -1.5252, 0.6594], [0.2960, 3.0752, 0.0179], [-0.8305, 2.8480, 1.3119], [0.9071, 2.7162, 1.5224]], "mulliken_charge": [0.484, -0.569, -0.955, -0.636, -0.491, 0.024, 0.419, 0.373, 0.258, 0.187, 0.348, 0.262, 0.296], "total_charge": 0, "orbital_gap_ev": [7.51, 8.35], "relative_energy_kcal_mol": 90.7, "e_lumo_ev": [-0.17, 0.20], "homo_energy_ev": [-7.68, -8.15]}

=====

2.
{"formula": "C4H3NO2", "method": "wB97M-V/def2-TZVPD", "species": ["O", "C", "C", "N", "C", "C", "O", "H", "H", "H"], "xyz": [[2.8259, 0.4469, -0.2011], [1.6559, 0.3347, -0.0653], [0.6855, -0.5228, 0.7812], [0.1057, -1.3461, -0.0782], [-1.0851, -0.7671, -0.3943], [-1.2037, 0.4057, 0.3025], [-0.1844, 0.4967, 1.1590], [0.8465, 0.9003, -0.6461], [-1.7409, -1.1721, -1.1504], [-1.9055, 1.2237, 0.2928]], "mulliken_charge": [-0.400, 0.213, 0.230, -0.423, -0.242, -0.145, -0.266, 0.277, 0.378, 0.378], "total_charge": 0, "smiles": "O=Cc1ncco1", "orbital_gap_ev": [9.42, 9.42], "relative_energy_kcal_mol": 76.8, "e_lumo_ev": [-0.33, -0.33], "homo_energy_ev": [-9.75, -9.75]}

=====

3.
{"formula": "C21H28F3O4Pt", "method": "wB97M-V/def2-TZVPD", "species": ["O", "C", "C", "H", "H", "C", "H", "H", "C", "H", "H", "H", "C", "H", "H", "H", "Pt", "C", "C", "C", "H", "C", "C", "H", "H", "H", "H", "C", "C", "C", "H", "C", "C", "H", "H", "H", "H", "O", "C", "C", "H", "H", "C", "H", "H", "C", "H", "H", "H", "H", "F", "C", "F", "F", "C", "O", "O"], "xyz": [[2.6083, 1.2647, 1.5121], [3.7846, 1.2362, 0.5929], [4.6763, 2.0722, 1.4738], [3.5741, 1.7674, -0.3484], [4.1193, 0.2020, 0.4145], [3.3760, 2.2514, 2.2933], [5.0160, 2.9918, 0.9890], [5.4544, 1.4558, 1.9244], [2.7932, 3.6357, 2.0642], [2.7203, 3.8462, 0.9897], [3.4434, 4.3893, 2.5233], [1.7967, 3.7172, 2.5058], [3.6249, 1.9571, 3.7586], [4.1201, 0.9918, 3.9028], [2.6936, 2.0121, 4.3421], [4.3083, 2.7345, 4.1384], [-1.9345, -1.1797, 0.2003], [-3.5006, -3.2462, 0.6966], [-2.7732, -3.5707, -0.4512], [-1.3639, -3.3312, -0.2002], [-3.1669, -3.9673, -1.3743], [-1.2432, -2.9662, 1.2094], [-2.5842, -2.8258, 1.7289], [-2.8416, -2.5602, 2.7496], [-4.5843, -3.2936, 0.7803], [-0.5429, -3.5913, -0.8593], [-0.3109, -2.8078, 1.7473], [-4.5551, -0.3331, 0.0320], [-3.8674, -0.3247, 1.2771], [-2.7051, 0.5509, 1.1388], [-4.2122, -0.7211, 2.2117], [-2.6456, 0.9339, -0.2840], [-3.8336, 0.4199, -0.8935], [-4.1494, 0.6733, -1.9090], [-5.4923, -0.8377, -0.1562], [-2.0791, 0.9551, 1.9239], [-1.9983, 1.6917, -0.6593], [1.8005, 1.9255, -1.5021], [0.8138, 1.1632, -0.7074], [1.4274, -0.2226, -0.5095], [-0.1272, 0.9885, -1.2780], [0.5497, 1.6936, 0.1903], [2.1254, -0.5002, -1.8557], [0.6934, -0.9936, -0.2403], [2.1301, -0.1605, 0.3128], [2.0651, 0.8836, -2.5359], [1.5053, -1.2303, -2.3930], [3.1355, -0.8851, -1.7224], [1.1519, 0.7721, -3.1723], [2.9216, 1.1490, -3.1588], [-2.9530, -3.0584, -3.9275], [-3.1264, -1.7795, -3.4585], [-3.7497, -1.0443, -4.4134], [-3.9895, -1.8673, -2.3985], [-1.7171, -1.1516, -3.1334], [-1.0975, -0.8701, -4.1553], [-1.2847, -1.0054, -1.9267]], "lowdin_spin": [0.000, 0.000, 0.000, 0.000, 0.000, 0.000, 0.000, 0.000, 0.000, 0.000, 0.000, 0.000, 0.000, 0.000, 0.000, 0.000, 1.289, 0.340, 0.277, 0.175, 0.007, 0.120, 0.203, 0.003, 0.010, 0.006, 0.007, 0.342, 0.253, 0.104, 0.005, 0.189, 0.315, 0.008, 0.009, 0.005, 0.007, 0.001, 0.003, 0.023, 0.001, 0.000, 0.004, 0.014, 0.001, 0.001, 0.001, 0.001, 0.000, 0.000, 0.000, -0.001, 0.001, 0.008, 0.010, 0.033, 0.225], "total_charge": 1, "orbital_gap_ev": [8.47, 4.45], "relative_energy_kcal_mol": 4.0, "e_lumo_ev": [-3.03, -7.04], "spin_multiplicity": 5, "homo_energy_ev": [-11.50, -11.50]}

=====

4.
{"formula": "C4H9ISi", "method": "wB97M-V/def2-TZVPD", "species": ["C", "C", "C", "C", "Si", "I", "H", "H", "H", "H", "H", "H", "H", "H", "H"], "xyz": [[1.6969, 3.4049, 1.6482], [0.8289, 3.7205, 0.7418], [-1.1691, -0.3183, 1.1137], [1.2417, -0.6366, -1.0136], [-0.2614, 0.3380, -0.4822], [-1.9236, -0.1896, -2.2717], [2.3020, 4.2304, 2.2740], [1.9065, 2.4136, 2.1168], [0.6549, 4.5313, 0.1818], [-1.5895, 0.3515, 1.7769], [-1.8592, -0.9661, 0.6262], [-0.4203, -0.8988, 1.6278], [1.3709, -0.7732, -2.0795], [2.0980, -0.3966, -0.4426], [1.0167, -1.6947, -0.8061]], "lowdin_spin": [0.121, 0.756, 0.115, 0.110, 0.609, 0.116, 0.056, 0.023, 0.065, 0.002, 0.009, 0.003, 0.000, 0.002, 0.015], "total_charge": 0, "orbital_gap_ev": [8.14, 7.91], "relative_energy_kcal_mol": 3.5, "e_lumo_ev": [0.81, -1.42], "spin_multiplicity": 3, "homo_energy_ev": [-7.33, -9.33]}

=====

5.
{"formula": "C31H43N4O9OsS3", "method": "wB97M-V/def2-TZVPD", "species": ["Os", "C", "C", "C", "C", "C", "C", "C", "N", "C", "C", "C", "C", "C", "C", "C", "N", "C", "C", "C", "C", "H", "H", "H", "H", "H", "H", "H", "H", "H", "H", "H", "H", "H", "H", "H", "H", "H", "H", "H", "H", "H", "H", "H", "H", "C", "C", "C", "C", "C", "C", "C", "S", "O", "O", "N", "C", "C", "C", "O", "O", "H", "H", "H", "H", "H", "H", "H", "H", "H", "H", "H", "H", "N", "C", "H", "O", "S", "O", "O", "O", "C", "S", "C", "O", "H", "H", "H", "H", "H", "H"], "xyz": [[0.5698, -1.9463, 0.2323], [-2.7783, 3.8557, -2.0261], [-2.7602, 3.3901, -0.5707], [-2.1373, 4.4939, 0.2980], [-4.2030, 3.1268, -0.1149], [-1.9441, 2.1193, -0.3868], [-1.8707, 1.5045, 0.8647], [-1.1381, 0.3544, 1.0400], [-0.4583, -0.2170, 0.0343], [-0.5008, 0.3654, -1.1827], [-1.2338, 1.5153, -1.4184], [0.3459, -0.3189, -2.1728], [0.4914, 0.0546, -3.4956], [1.3767, -0.6277, -4.3248], [2.0927, -1.6782, -3.7437], [1.9003, -2.0202, -2.4264], [1.0323, -1.3573, -1.6440], [1.5621, -0.2880, -5.7955], [0.7998, 0.9758, -6.1929], [1.0362, -1.4719, -6.6235], [3.0551, -0.0782, -6.0860], [-3.3936, 4.7514, -2.1090], [-3.2069, 3.1008, -2.6886], [-1.7792, 4.1133, -2.3847], [-2.7108, 5.4153, 0.1901], [-1.1091, 4.6994, -0.0086], [-2.1354, 4.2242, 1.3553], [-4.8022, 4.0262, -0.2606], [-4.2551, 2.8639, 0.9423], [-4.6569, 2.3193, -0.6924], [-2.3943, 1.9083, 1.7197], [-1.0873, -0.1475, 1.9966], [-1.2412, 1.9364, -2.4121], [-0.0888, 0.8825, -3.8732], [2.8048, -2.2533, -4.3180], [2.4265, -2.8426, -1.9633], [-0.2798, 0.8546, -6.0811], [0.9923, 1.1943, -7.2429], [1.1208, 1.8433, -5.6118], [-0.0271, -1.6379, -6.4421], [1.5699, -2.3938, -6.3898], [1.1727, -1.2644, -7.6855], [3.4727, 0.7143, -5.4624], [3.1836, 0.2095, -7.1298], [3.6375, -0.9851, -5.9235], [-4.9118, -0.8955, 1.6228], [-3.7574, -1.1452, 2.5537], [-3.5212, -0.2958, 3.6360], [-2.4975, -0.5480, 4.5326], [-1.6846, -1.6582, 4.3369], [-1.8859, -2.5099, 3.2595], [-2.9252, -2.2474, 2.3757], [-0.4417, -2.0461, 5.5309], [0.1828, -3.2612, 5.0842], [-0.9785, -1.9440, 6.8519], [0.5809, -0.7685, 5.3862], [1.3531, -0.5920, 4.1677], [2.4483, -1.6348, 3.9264], [2.6618, -1.9260, 2.4836], [3.5770, -2.8663, 2.3043], [2.0836, -1.3287, 1.5745], [-5.1840, 0.1603, 1.6024], [-5.7922, -1.4551, 1.9442], [-4.6761, -1.2143, 0.6081], [-4.1747, 0.5537, 3.7981], [-2.3395, 0.0915, 5.3918], [-1.2554, -3.3816, 3.1422], [-3.1045, -2.9256, 1.5492], [1.0291, -0.5601, 6.2693], [1.7879, 0.4053, 4.1858], [0.6510, -0.6067, 3.3332], [2.1771, -2.5931, 4.3778], [3.4083, -1.3394, 4.3555], [5.1494, -3.6006, 0.7767], [3.9606, -3.4071, 1.0680], [5.7832, -3.2626, 1.4954], [0.8892, -3.7184, 1.5270], [1.6077, -4.6322, 0.5966], [2.0771, -5.8215, 1.1950], [2.9611, -3.6916, 0.2166], [0.9748, -4.6376, -0.6935], [1.6429, 3.5303, 2.0540], [1.9091, 1.7821, 1.7535], [2.4018, 1.9190, 0.0324], [3.1244, 1.3935, 2.5246], [2.5673, 4.0749, 1.8638], [1.3581, 3.6355, 3.0991], [0.8356, 3.8888, 1.4139], [1.5733, 2.3265, -0.5501], [2.6402, 0.9117, -0.3093], [3.2824, 2.5570, -0.0378]], "mulliken_charge": [2.184, -2.147, 1.921, -1.603, -1.560, 0.544, -1.100, -0.221, -0.027, 0.425, -0.562, 0.205, -0.445, 0.437, -0.874, -0.808, -0.372, 1.980, -2.061, -1.551, -1.599, 0.422, 0.426, 0.434, 0.478, 0.299, 0.317, 0.488, 0.315, 0.358, 0.681, -0.456, 0.571, 0.435, 0.464, 0.585, 0.406, 0.430, 0.435, 0.364, 0.369, 0.441, 0.378, 0.460, 0.335, -1.665, 0.714, -0.569, -0.654, -0.111, -0.279, -0.643, 1.422, -0.663, -0.732, -0.298, 0.339, -0.701, 0.206, -0.307, -0.813, 0.309, 0.406, 0.386, 0.493, 0.485, 0.646, 0.447, 0.307, 0.560, -0.613, 0.495, 0.320, -0.705, 0.680, 0.289, -0.587, 1.114, -0.626, -0.294, -0.582, -1.085, 0.970, -1.036, -0.727, 0.434, 0.364, 0.171, 0.290, 0.056, 0.586], "total_charge": 1, "orbital_gap_ev": [7.37, 7.32], "relative_energy_kcal_mol": 61.1, "e_lumo_ev": [-4.00, -4.12], "homo_energy_ev": [-11.37, -11.44]}

=====

6.
{"formula": "H3NO2S2", "method": "wB97M-V/def2-TZVPD", "species": ["N", "O", "O", "S", "S", "H", "H", "H"], "xyz": [[1.6313, 0.3202, 0.0254], [-0.9382, 0.7027, -0.5507], [-2.6304, -0.7956, 0.8510], [-1.9616, -0.6041, -0.4200], [0.4136, 1.4404, 0.1559], [1.9440, -0.0933, 0.8944], [2.3971, 0.5985, -0.5691], [-0.8559, -1.5688, -0.3869]], "mulliken_charge": [-0.476, -0.330, -0.478, 0.479, 0.142, 0.261, 0.270, 0.132], "total_charge": 0, "orbital_gap_ev": 9.56, "relative_energy_kcal_mol": 11.7, "e_lumo_ev": 0.40, "homo_energy_ev": -9.15}

=====

E readings, ordered: -529.385041, -359.347987, -1536.320660, -744.840648, -3388.240314, -1003.327837 Eh
Max |F| readings, ordered: 0.0881, 0.0204, 0.0614, 0.0694, 0.0082, 0.0411 Eh/bohr